#P
# C7H11NS

A structure of composition C7H11NS (ωB97M-V/def2-TZVPD, the OMol25 dataset).

- Total charge: 0
- HOMO (spin up / spin down): -7.839 / -8.325 eV
- HOMO-LUMO gap (spin up / spin down): 0.2714 / 0.2669 hartree

The geometry in XYZ format:
```
20
Properties=species:S:1:pos:R:3:nbo_charge:R:1
H 0.52116 -0.46529 -3.32636 0.206
S 1.35124 -0.43298 3.18740 0.108
N 0.47765 0.35078 2.03060 -0.480
C 0.75548 -0.82874 -1.21526 -0.284
H 2.17776 -0.82779 -2.82132 0.219
C 1.26336 -0.30672 -2.54426 -0.607
C 0.59611 -0.04434 0.76211 0.035
C 1.60457 -0.48376 -0.01538 0.113
H -2.13543 -0.89573 -1.20218 0.216
C -1.65775 -0.71819 -0.24017 -0.609
H -1.40234 1.06393 2.62403 0.206
H -0.00401 1.93525 3.27036 0.233
H 1.48588 0.75557 -2.47223 0.209
H -2.31903 -0.11051 0.37231 0.210
H -0.46550 0.98492 -0.87203 0.207
C -0.33061 -0.01457 -0.45613 -0.203
C -0.40373 1.44031 2.38679 -0.412
H -0.47385 2.15240 1.56540 0.206
H -1.51107 -1.67653 0.25480 0.215
H 0.47011 -1.87801 -1.28849 0.214
```

=====

#Q
# C7H11NS

A structure of composition C7H11NS (ωB97M-V/def2-TZVPD, the OMol25 dataset).

- Total charge: 0
- HOMO: -8.279 eV
- HOMO-LUMO gap: 0.3275 hartree

The geometry in XYZ format:
```
20
Properties=species:S:1:pos:R:3:nbo_charge:R:1
H -2.86326 1.78735 -0.91773 0.221
H -1.27008 0.15566 -1.57797 0.216
H -1.78827 2.20572 0.74911 0.232
C -1.25618 0.44492 -0.60321 -0.206
C 0.04643 0.03296 0.11037 -0.224
H 3.82916 1.02982 -0.85710 0.205
H 4.11698 -0.49030 -0.25662 0.213
H -1.23150 2.53557 -0.94175 0.218
H -1.57048 -2.79085 1.30217 0.232
H -2.77497 -2.21656 0.07866 0.218
C -1.85204 1.80872 -0.37412 -0.617
H -1.61432 -0.28648 1.41047 0.217
H -1.05872 -2.65079 -0.44586 0.213
S 1.29382 -1.08687 -0.69738 0.320
N 2.17105 0.06093 0.25700 -0.514
H 3.89901 0.95386 0.95696 0.240
C 3.58145 0.37569 0.07178 -0.421
C 1.26567 0.81638 0.82229 0.094
C -1.28948 -0.61700 0.52535 -0.233
C -1.63426 -2.06872 0.38759 -0.624
```

=====

#R
# C7H11NS

The molecule C7H11NS (ωB97M-V/def2-TZVPD, the OMol25 dataset).

- Total charge: 0
- HOMO: -7.464 eV
- HOMO-LUMO gap: 0.2982 hartree

The geometry in XYZ format:
```
20
Properties=species:S:1:pos:R:3:nbo_charge:R:1
C 1.59994 -1.85240 0.87535 -0.671
C 0.06802 3.37064 -1.02062 -0.639
H 1.86274 -0.90424 0.67666 0.259
C 0.61545 1.31665 0.45415 -0.301
C 0.82986 2.72260 0.08892 -0.532
H 0.30721 4.51792 -0.94383 0.218
H -2.26183 -2.49891 -1.33650 0.234
H 2.06098 -2.71171 0.37047 0.233
H 2.03836 2.75015 -0.07213 0.230
H 1.94816 -2.17893 1.85342 0.243
C -1.06819 -2.07936 0.26750 0.146
N -0.84780 -0.78018 0.86344 -0.541
C -2.07685 -2.91784 -0.32129 -0.666
S -0.60218 0.56483 -0.31465 0.469
H -1.02170 3.09433 -0.81758 0.214
C 0.15635 -1.86844 0.61128 0.164
H 0.61949 3.22329 1.01305 0.248
H 0.41463 2.94212 -2.01830 0.212
H -1.67276 -3.92768 -0.47866 0.243
H -2.96989 -2.78284 0.24932 0.237
```

=====

Quick look at relative energies in hartree: #P 0.0000; #Q 0.0231; #R 0.0760.

=====

#P
# C6H5N

A structure of composition C6H5N (ωB97M-V/def2-TZVPD, the OMol25 dataset).

- Total charge: 0
- HOMO: -9.139 eV
- HOMO-LUMO gap: 0.3369 hartree

The geometry in XYZ format:
```
12
Properties=species:S:1:pos:R:3:nbo_charge:R:1
C 0.24174 1.71914 0.68833 -0.592
C -0.74801 -1.73217 -0.49322 -0.383
C 0.52498 -1.86555 -1.13191 0.388
C 0.28504 0.36257 -0.00522 -0.373
H -1.69805 -0.30214 0.79051 0.221
C -0.77626 -0.53123 0.11224 -0.073
H 0.20393 1.88200 1.75369 0.225
H -1.59116 -2.38962 -0.34585 0.264
H -0.69660 2.15804 0.19120 0.211
N 1.64860 -1.54833 -1.42289 -0.309
H 1.11984 2.18760 0.40623 0.233
C 1.48594 0.05968 -0.54312 0.188
```

=====

#Q
# C6H5N

The molecule C6H5N (ωB97M-V/def2-TZVPD, the OMol25 dataset).

- Total charge: 0
- HOMO: -8.237 eV
- HOMO-LUMO gap: 0.2997 hartree

The geometry in XYZ format:
```
12
Properties=species:S:1:pos:R:3:nbo_charge:R:1
C 0.55217 -1.21238 -0.36321 -0.324
C -1.52902 0.06132 1.10642 0.304
C -0.08496 -0.07274 -0.55288 -0.125
H -1.83227 0.02443 -2.01014 0.212
N -2.17484 0.07457 0.01775 -0.381
H -0.66808 1.43233 2.41277 0.251
C 0.27369 1.12727 0.36192 -0.195
H 1.50659 -1.47746 0.29666 0.205
C -0.60206 1.12933 1.35633 -0.336
C -1.41172 -0.06466 -1.00388 -0.035
H 0.12346 -2.02682 -0.72412 0.184
H 1.25623 1.62325 0.25273 0.242
```

=====

Quick look at relative energies in hartree: #P 0.0000; #Q 0.0225.

=====

#P
# C14H34N5O9PS

A cluster of 5 separate species, C14H34N5O9PS in total (ωB97M-V/def2-TZVPD, the OMol25 dataset).

- Total charge: 0
- SMILES: N[C@H](OC(=O)S)P(=O)(O)O.CNC(C)=O.CNC(C)=O.CNC(C)=O.CNC(C)=O
- HOMO: -9.160 eV
- HOMO-LUMO gap: 0.3444 hartree

The geometry in XYZ format:
```
64
Properties=species:S:1:pos:R:3:nbo_charge:R:1
H -7.27369 -3.78945 -1.22076 0.212
H -2.89386 -0.42096 0.11901 0.537
H -5.03337 -4.25682 -1.16968 0.223
H -2.35203 1.71860 5.31753 0.210
N 5.78844 3.12028 -4.38802 -0.616
H 0.17355 -2.06744 -0.62452 0.215
H 5.50804 4.09271 -0.18432 0.273
H 3.77575 4.07276 -1.90623 0.250
H -2.60897 -3.70506 1.39688 0.509
H -5.45062 -2.97320 -2.32048 0.224
H 5.20659 4.60893 1.49241 0.221
C -3.77655 0.81247 3.48926 -0.722
H 6.51477 3.47631 1.12742 0.227
H -3.13755 0.05174 3.93913 0.229
H -3.97801 -3.91772 -2.55295 0.268
C -5.76049 -4.97108 -3.06109 0.678
O 3.89850 2.17527 0.06621 -0.651
O -5.22847 -5.60954 -3.95216 -0.628
H 3.94912 2.38923 -5.03831 0.214
H 3.30167 4.08240 -3.61611 0.220
C 4.98403 2.41726 -5.36366 -0.410
H -8.30172 -5.21382 -1.06895 0.192
C -1.72390 2.46294 4.83875 -0.410
N -2.03528 2.54154 3.42766 -0.614
O 1.55190 -2.20201 2.89119 -0.533
C 5.50131 3.77400 0.85458 -0.735
H 5.32902 1.38938 -5.48961 0.196
C -0.37177 -2.72987 0.04816 -0.146
N 4.42294 2.05361 2.23884 -0.618
C -5.00845 -3.96559 -2.22115 -0.727
H 3.78236 1.27454 2.26694 0.403
C 5.38438 3.68599 -3.21896 0.685
H -1.89542 3.42120 5.33204 0.198
N -0.06149 -4.06941 -0.28654 -0.819
H 6.77579 3.21910 -4.56492 0.398
H -7.53136 -5.83311 -3.37765 0.397
H 1.90330 -1.12302 -0.28435 0.135
H -0.52624 -4.75946 0.28673 0.378
H 5.75740 3.27018 3.27899 0.212
H 3.60673 2.54974 -2.76718 0.238
O -2.42740 -1.10387 0.62427 -0.995
H -4.45379 0.33694 2.78654 0.243
H -1.51948 3.19742 2.86147 0.403
C 1.06657 -1.88414 1.85314 0.655
H -4.35776 1.28805 4.28009 0.226
H -0.68173 2.17877 4.99430 0.198
C 3.92060 3.58831 -2.86524 -0.721
P -2.14126 -2.39177 -0.26413 2.343
O -3.10155 2.00840 1.52953 -0.642
S 1.78755 -0.52350 0.90437 -0.050
O 6.18955 4.24853 -2.49252 -0.644
O -2.90624 -3.57951 0.48644 -0.985
H 5.70106 1.60083 3.84490 0.197
H 0.92846 -4.26159 -0.34637 0.377
H 4.38332 2.71446 4.23446 0.193
H -8.71378 -3.94091 -2.22598 0.193
N -7.08579 -5.15092 -2.78472 -0.624
O -2.46874 -2.26552 -1.68195 -1.072
C 5.09918 2.42694 3.46198 -0.410
H 5.02272 2.91297 -6.33542 0.195
O -0.10992 -2.40424 1.44373 -0.549
C -2.95626 1.82897 2.72730 0.682
C -7.88584 -4.49283 -1.77606 -0.410
C 4.54415 2.61561 1.00574 0.686
```

=====

#Q
# C14H34N5O9PS

A cluster of 5 separate species, C14H34N5O9PS in total (ωB97M-V/def2-TZVPD, the OMol25 dataset).

- Total charge: 0
- SMILES: N[C@H](OC(=O)S)P(=O)(O)O.CNC(C)=O.CNC(C)=O.CNC(C)=O.CNC(C)=O
- HOMO: -8.959 eV
- HOMO-LUMO gap: 0.3094 hartree

The geometry in XYZ format:
```
64
Properties=species:S:1:pos:R:3:nbo_charge:R:1
C -5.74157 -5.17283 -2.84623 0.675
H -4.99236 0.59784 2.74233 0.246
H 4.11551 1.23773 2.10035 0.403
H -2.85806 -3.95336 1.43195 0.498
H 5.25817 3.41498 -6.44323 0.196
H -8.74175 -4.29303 -2.13917 0.193
H -5.03594 -4.34933 -1.00036 0.227
O 4.25591 2.26345 -0.04048 -0.659
O -0.21791 -2.45244 1.39795 -0.547
C 4.33693 3.88346 -2.87157 -0.718
C -7.90025 -4.74126 -1.60525 -0.410
H 1.94757 -0.86839 -0.74717 0.174
N 6.06850 3.38103 -4.54664 -0.617
C 1.11398 -1.85143 1.56808 0.602
O 6.67523 4.32101 -2.60222 -0.648
H 3.73388 4.48997 -3.55243 0.220
H -5.50396 -3.13421 -2.23710 0.222
N -0.27805 -4.36255 -0.24186 -0.845
H -1.36899 2.26455 5.35250 0.198
C -0.46674 -2.88411 0.01302 -0.073
H 0.73027 -4.63367 -0.32291 0.389
H 4.26523 4.31560 -1.86909 0.251
H -1.93967 3.33007 3.21308 0.403
H 3.95623 2.85934 -2.83361 0.238
C -3.41486 2.02524 2.89644 0.676
O -2.71872 -2.48913 -1.84414 -1.036
O 1.88252 -2.37678 2.56176 -0.529
P -2.35478 -2.52538 -0.30633 2.165
H 6.97856 3.30348 1.00281 0.230
O -3.40471 2.24428 1.68676 -0.641
O -2.70659 -1.06368 0.57217 -0.972
H 5.73819 4.50451 1.49685 0.222
C -5.02911 -4.10386 -2.06568 -0.734
H -3.09092 1.85854 5.57918 0.213
H -8.27773 -5.49780 -0.91298 0.192
S 1.83306 -0.42006 0.59691 -0.017
C 5.77341 3.88404 -3.31439 0.680
N 4.82232 1.96393 2.10939 -0.616
H -2.56604 3.56328 5.57770 0.198
H 4.81615 2.46577 4.11012 0.195
O -3.24020 -3.83187 0.49560 -0.960
H -5.01346 1.55000 4.23879 0.227
C 5.54260 2.20269 3.33735 -0.411
H -7.46299 -6.13644 -3.14154 0.397
H -0.79668 -4.96605 0.43347 0.387
C -4.36460 1.04148 3.52075 -0.720
H 0.09890 -2.25746 -0.80491 0.237
H -3.18306 -0.40538 -0.01588 0.532
H 5.47864 1.79825 -5.73054 0.196
C 4.95921 2.59849 0.91058 0.683
H 6.27797 3.00222 3.24032 0.215
H -3.98892 -4.04240 -2.39893 0.278
C -2.39516 2.57576 5.14218 -0.411
O -5.17416 -5.83569 -3.71230 -0.640
H 7.05659 3.41789 -4.76876 0.400
H -3.80611 0.24012 4.01166 0.229
H 6.04594 1.27496 3.62029 0.199
H 5.96759 4.10330 -0.21567 0.271
N -7.05745 -5.40187 -2.57324 -0.623
H 4.12939 2.83270 -5.19101 0.215
H -7.36858 -3.96912 -1.04797 0.215
C 5.97903 3.69727 0.80013 -0.733
C 5.16676 2.82568 -5.52755 -0.411
N -2.54417 2.68665 3.71067 -0.615
```

=====

Quick look at relative energies in hartree: #P 0.0000; #Q 0.1366.

=====

#P
# CH2N4O3

A structure of composition CH2N4O3 (ωB97M-V/def2-TZVPD, the OMol25 dataset).

- Total charge: 0
- HOMO (spin up / spin down): -10.487 / -10.488 eV
- HOMO-LUMO gap (spin up / spin down): 0.3050 / 0.3050 hartree

The geometry in XYZ format:
```
10
Properties=species:S:1:pos:R:3:nbo_charge:R:1
N -2.13072 -0.81587 1.44844 -0.320
H -1.08093 1.48690 -0.69559 0.441
N -1.03218 0.56237 -0.30691 -0.612
O 1.24102 -1.23012 -1.96678 -0.375
N 0.82580 0.17094 -0.25865 0.173
O 0.90489 -0.85976 0.50476 -0.439
H 0.61851 -1.71303 -0.02291 0.492
O 0.94226 0.92999 -2.31624 -0.313
C -1.62866 -0.15275 0.63767 0.376
N 0.96512 -0.07034 -1.64195 0.578
```

=====

#Q
# CH2N4O3

The molecule CH2N4O3 (ωB97M-V/def2-TZVPD, the OMol25 dataset).

- Total charge: 0
- SMILES: N=C=NN(O)[N+](=O)[O-]
- HOMO: -9.945 eV
- HOMO-LUMO gap: 0.3644 hartree

The geometry in XYZ format:
```
10
Properties=species:S:1:pos:R:3:nbo_charge:R:1
H -1.94864 -0.85838 -2.62492 0.416
N 0.97266 0.07971 0.39293 0.137
O 0.64502 1.89786 1.48406 -0.337
N 0.32391 -0.98763 -0.42700 -0.393
N 0.33390 1.27947 0.51662 0.607
O 1.64682 -0.40200 1.44280 -0.481
H 1.05309 -0.67918 2.19316 0.471
C -0.69137 -0.78541 -1.08458 0.638
N -1.75801 -0.91583 -1.55339 -0.638
O -0.57738 1.37139 -0.33968 -0.421
```

=====

Quick look at relative energies in hartree: #P 0.0142; #Q 0.0000.